(1)
Density functional theory data (ωB97M-V with the def2-TZVPD basis set) for an isolated molecule of C4H8O at a distorted geometry.

As for the HOMO energy: -9.8022 eV. The value obtained for the frontier orbital gap is 10.64 eV. Its structure (SMILES) is CCCC=O. Its calculated total energy is -232.3918 hartree. The calculation puts the energy relative to the best compared isomer or geometry (same formula, charge and spin) at 1.464 eV. The LUMO energy is 0.031 Eh.

Atoms and positions in Å:
1 C 1.7220 -0.9089 0.0969
2 C -0.4663 0.0630 -0.7507
3 H 2.1646 0.1016 -0.1305
4 H 0.0505 -2.1777 -0.4565
5 H -1.0237 -0.3416 1.4615
6 C 0.4688 -1.1485 -0.8015
7 H 2.5737 -1.6514 -0.1426
8 H 1.4511 -1.0135 1.2825
9 H -1.4677 -0.0873 -1.2257
10 H -0.0120 0.8888 -1.3412
11 H 0.7102 -1.1720 -1.9448
12 O -1.2081 1.7640 0.8801
13 C -0.8549 0.5512 0.6980

Force components x, y, z for each atom (eV/Å):
C 0.7837 -0.4334 0.9201
C -0.6980 0.5851 1.2469
H -0.5118 -0.8255 0.5625
H 0.1794 1.8741 -0.8919
H 0.4064 1.9157 -0.8910
C 0.3312 -1.0609 -0.7247
H -1.4883 0.9613 0.5193
H 0.7064 0.3990 -3.0050
H 0.6791 -0.2623 0.2719
H -0.2241 -0.2976 0.7074
H 0.0536 -0.6112 2.1189
O 1.6627 -5.2176 -0.0331
C -1.8804 2.9733 -0.8014

Mulliken atomic charge list, values in e, 8 entries:
1. C -0.97
2. C -0.48
3. H 0.30
4. H 0.26
5. H 0.26
6. C -0.28
7. H 0.31
8. H 0.24


(2)
Density functional theory data (ωB97M-V with the def2-TZVPD basis set) for an isolated molecule of C4H8O at a distorted geometry.

As for the HOMO energy: -9.0073 eV. The value obtained for the frontier orbital gap is 10.05 eV. Its structure (SMILES) is CC1(C)CO1. Its calculated total energy is -232.3141 hartree. The calculation puts the energy relative to the best compared isomer or geometry (same formula, charge and spin) at 3.580 eV. The LUMO energy is 0.038 Eh.

Atoms and positions in Å:
1 H 0.3436 -2.0841 -0.8821
2 H -1.9447 0.6213 0.7056
3 H -2.0213 0.3817 -1.0326
4 H 0.4328 1.7092 1.2899
5 O 0.0392 0.0018 -1.2981
6 C 0.0364 -0.1493 0.2093
7 H 1.6940 1.2327 0.1362
8 H 1.7446 -0.8914 -0.9601
9 C -1.6087 -0.0432 -0.0646
10 C 0.9912 0.8587 0.9000
11 H -2.0243 -1.0467 -0.0113
12 C 0.7000 -1.0707 -0.7222
13 H 1.6172 0.4799 1.7299

Force components x, y, z for each atom (eV/Å):
H -0.1805 0.0218 -0.1787
H -0.8822 -0.0735 0.8453
H 1.3732 -0.2991 1.0692
H 0.0046 0.0938 -0.0239
O 2.2987 0.4640 -1.6066
C -1.6276 1.6229 -2.7051
H -0.3748 -0.1510 0.1652
H 0.4011 -0.6743 0.9172
C 0.2067 -0.2311 1.9763
C -0.6523 0.0324 -0.1149
H -0.1915 0.0426 0.5088
C 0.2313 -0.5385 -0.4469
H -0.6067 -0.3101 -0.4059

Mulliken atomic charge list, values in e, 8 entries:
1. H 0.27
2. H 0.35
3. H 0.24
4. H 0.32
5. O -0.42
6. C 0.84
7. H 0.32
8. H 0.25


(3)
Density functional theory data (ωB97M-V with the def2-TZVPD basis set) for an isolated molecule of C4H8O at a distorted geometry.

As for the HOMO energy: -10.1665 eV. The value obtained for the frontier orbital gap is 11.27 eV. Its structure (SMILES) is OCC1CC1. Its calculated total energy is -232.3814 hartree. The calculation puts the energy relative to the best compared isomer or geometry (same formula, charge and spin) at 1.747 eV. The LUMO energy is 0.040 Eh.

Atoms and positions in Å:
1 H -1.5311 -0.8397 1.2280
2 H 1.3883 -0.4406 1.3690
3 H 2.4777 -1.0175 -0.5324
4 C -1.3286 -0.6604 0.1711
5 H 1.4204 1.2518 0.7827
6 H 0.5097 -0.2885 -1.1976
7 C 1.2578 0.2091 0.4952
8 H -1.7571 1.0174 -1.2401
9 C -0.0328 -0.0197 -0.2672
10 H -1.7814 -1.4017 -0.4826
11 H -1.5186 1.5298 0.4854
12 O 2.2964 -0.0665 -0.4950
13 C -1.3171 0.7753 -0.2758

Force components x, y, z for each atom (eV/Å):
H 0.3007 0.0538 -0.2225
H -0.0793 0.1558 -0.0840
H -0.1788 0.3381 0.1860
C 0.0941 -0.2031 -0.0235
H -0.0896 -0.1796 0.0329
H -2.0025 -0.0327 -0.1884
C 0.4969 -0.0846 -0.1369
H 0.1342 -0.0699 0.1382
C 0.3554 -0.0933 -0.4307
H 0.1178 0.1286 0.0744
H 0.3084 -0.1855 -0.1210
O 0.4528 0.0369 0.8947
C 0.0898 0.1358 -0.1192

Mulliken atomic charge list, values in e, 8 entries:
1. H 0.25
2. H 0.26
3. H 0.30
4. C -0.58
5. H 0.26
6. H 0.33
7. C -0.52
8. H 0.23


(4)
Density functional theory data (ωB97M-V with the def2-TZVPD basis set) for an isolated molecule of C4H8O.

As for the HOMO energy: -9.8621 eV. The value obtained for the frontier orbital gap is 10.92 eV. Its structure (SMILES) is CCCC=O. Its calculated total energy is -232.4347 hartree. The calculation puts the energy relative to the best compared isomer or geometry (same formula, charge and spin) at 0.297 eV. The LUMO energy is 0.039 Eh.

Atoms and positions in Å:
1 H -0.1931 -0.4451 1.6129
2 C 0.0312 0.2671 0.8057
3 H 1.5217 -0.6888 -1.3583
4 O -1.1914 2.3205 0.4855
5 C -0.4412 -0.2409 -0.5542
6 H -1.4150 -0.7324 -0.4402
7 C -0.5219 1.6140 1.2003
8 H -0.6090 0.6176 -1.2134
9 H 0.2154 -1.5904 -2.1395
10 H -0.2463 1.9503 2.2243
11 C 0.5681 -1.2005 -1.1795
12 H 0.7704 -2.0554 -0.5232
13 H 1.1271 0.3767 0.8188

Force components x, y, z for each atom (eV/Å):
H 0.0495 0.1237 -0.0934
C -0.0286 0.0148 -0.0414
H -0.1328 -0.0882 0.0209
O 0.2357 -0.2795 0.3203
C -0.0286 0.0097 -0.0368
H 0.1346 0.0869 -0.0302
C -0.1461 0.1443 -0.1597
H 0.0517 -0.1296 0.0936
H 0.0303 0.0552 0.1420
H -0.0598 -0.0056 -0.1127
C 0.0489 -0.0607 -0.0339
H -0.0437 0.1068 -0.0929
H -0.1111 0.0222 0.0240

Mulliken atomic charge list, values in e, 8 entries:
1. H 0.32
2. C -0.57
3. H 0.33
4. O -0.47
5. C -0.26
6. H 0.28
7. C 0.00
8. H 0.31


(5)
Density functional theory data (ωB97M-V with the def2-TZVPD basis set) for an isolated molecule of C4H8O at a distorted geometry.

As for the HOMO energy: -9.8580 eV. The value obtained for the frontier orbital gap is 10.51 eV. Its structure (SMILES) is CCCC=O. Its calculated total energy is -232.3806 hartree. The calculation puts the energy relative to the best compared isomer or geometry (same formula, charge and spin) at 1.770 eV. The LUMO energy is 0.024 Eh.

Atoms and positions in Å:
1 H 1.8328 0.4986 1.3993
2 C 0.6449 1.0011 -0.3984
3 O 2.2182 -0.9881 -0.2214
4 H -1.5446 1.1066 -0.4524
5 H -0.8691 0.7252 1.0984
6 H 0.5859 1.0306 -1.5240
7 C -1.0958 -1.0882 -0.0733
8 H -0.7760 -1.7291 -1.0771
9 H -2.1053 -1.3836 0.1161
10 H -0.4772 -1.5998 0.7010
11 C 1.6178 0.0561 0.2624
12 C -0.8005 0.4038 0.0631
13 H 0.7689 1.9668 0.1061

Force components x, y, z for each atom (eV/Å):
H -0.2951 -1.6611 -2.3184
C -1.4781 -2.0507 -0.4409
O -3.2243 5.2325 2.5206
H 0.8079 -1.2604 0.4432
H -0.2529 -0.4291 0.3611
H 0.7392 -0.0084 1.2367
C 2.4964 -2.1179 -1.4731
H -0.6862 2.3056 2.1935
H -0.7733 0.2923 0.1445
H -0.4633 0.1745 -0.4579
C 3.5666 -2.7029 -0.5502
C -0.2902 2.3063 -1.0961
H -0.1469 -0.0806 -0.5630

Mulliken atomic charge list, values in e, 8 entries:
1. H 0.20
2. C -0.33
3. O -0.51
4. H 0.30
5. H 0.32
6. H 0.32
7. C -0.98
8. H 0.23


(6)
Density functional theory data (ωB97M-V with the def2-TZVPD basis set) for a structure of composition C4H8O.

As for the HOMO energy: -7.5546 eV. The value obtained for the frontier orbital gap is 8.53 eV. Its calculated total energy is -232.2102 hartree. The calculation puts the energy relative to the best compared isomer or geometry (same formula, charge and spin) at 6.405 eV. The LUMO energy is 0.036 Eh.

Atoms and positions in Å:
1 H 1.3661 -1.8598 0.2995
2 C -0.0800 1.5256 0.5094
3 H -0.8573 2.2270 0.8095
4 C -0.4711 0.2969 -0.1451
5 H 1.4368 -0.9433 -1.2380
6 H -0.1284 -0.9928 0.1438
7 C -1.5414 -0.6185 -0.1263
8 C 1.2769 -0.8639 -0.1608
9 O 0.0040 1.3017 -0.9259
10 H 0.8743 1.5972 1.0238
11 H -2.3054 -0.4726 0.6296
12 H 2.0134 -0.1982 0.2928
13 H -1.8093 -1.1041 -1.0593

Force components x, y, z for each atom (eV/Å):
H -0.1006 0.1254 -0.0213
C 0.0341 0.0690 0.2301
H 0.1211 -0.1510 -0.0519
C 0.0020 -0.1086 0.1879
H -0.0520 0.0158 0.1389
H 0.2223 -0.0537 0.0087
C -0.2541 0.0782 -0.1072
C 0.1800 -0.0137 -0.0623
O -0.0016 0.0536 -0.1883
H -0.1499 -0.0002 -0.1165
H 0.1108 -0.0005 -0.0814
H -0.1803 -0.0675 -0.0484
H 0.0680 0.0531 0.1117

Mulliken atomic charge list, values in e, 8 entries:
1. H 0.39
2. C -0.24
3. H 0.26
4. C 0.70
5. H 0.29
6. H 0.36
7. C -1.22
8. C -1.22


(7)
Density functional theory data (ωB97M-V with the def2-TZVPD basis set) for a structure of composition C4H8O.

As for the HOMO energy: -8.5000 eV. The value obtained for the frontier orbital gap is 8.98 eV. Its calculated total energy is -232.3204 hartree. The calculation puts the energy relative to the best compared isomer or geometry (same formula, charge and spin) at 3.407 eV. The LUMO energy is 0.018 Eh.

Atoms and positions in Å:
1 C 2.0025 0.0319 -0.1516
2 O 2.0483 1.2141 -0.6503
3 H -0.6035 -1.4118 -0.7264
4 C -1.7593 0.0988 0.2798
5 H -2.6451 -0.0704 -0.3424
6 H 1.0140 1.2370 0.0566
7 H 2.9032 -0.5899 -0.1984
8 H 0.7370 -0.8766 1.3196
9 H -1.7053 1.1650 0.5253
10 H -0.3588 0.2110 -1.3608
11 H -1.8987 -0.4501 1.2184
12 C -0.4879 -0.3580 -0.4320
13 C 0.7537 -0.2009 0.4623

Force components x, y, z for each atom (eV/Å):
C -0.0923 0.0267 0.1195
O -0.1079 -0.0687 0.0283
H 0.0398 0.1524 0.0583
C -0.0592 0.0207 0.0293
H 0.1311 0.0208 0.0847
H 0.1473 0.1930 -0.1715
H -0.1381 0.0828 0.0198
H 0.0172 0.0365 -0.1083
H -0.0098 -0.1494 -0.0398
H -0.0015 -0.0669 0.1466
H 0.0208 0.0789 -0.1338
C -0.0614 0.0430 -0.0952
C 0.1139 -0.3697 0.0622

Mulliken atomic charge list, values in e, 8 entries:
1. C -0.04
2. O -0.48
3. H 0.27
4. C -1.07
5. H 0.34
6. H 0.48
7. H 0.37
8. H 0.27


(8)
Density functional theory data (ωB97M-V with the def2-TZVPD basis set) for an isolated molecule of C4H8O.

As for the HOMO energy: -10.0849 eV. The value obtained for the frontier orbital gap is 11.25 eV. Its structure (SMILES) is C[C@@H]1O[C@@H]1C. Its calculated total energy is -232.4063 hartree. The calculation puts the energy relative to the best compared isomer or geometry (same formula, charge and spin) at 1.071 eV. The LUMO energy is 0.043 Eh.

Atoms and positions in Å:
1 H -0.0003 -0.2294 -2.2350
2 C 0.7449 1.0731 0.9937
3 C -0.2936 -0.9897 -0.2507
4 H 1.3989 1.2680 1.8481
5 H -0.1771 1.6412 1.1411
6 H 1.2457 1.4495 0.0942
7 C -0.7537 -0.1863 -1.4389
8 H -1.6896 -0.5936 -1.8367
9 O -0.9531 -0.7762 0.9907
10 C 0.4197 -0.4035 0.8899
11 H -0.1088 -2.0456 -0.4644
12 H -0.9246 0.8600 -1.1705
13 H 1.0917 -1.0675 1.4384

Force components x, y, z for each atom (eV/Å):
H -0.1210 0.0145 0.1303
C -0.0253 0.0045 0.0089
C 0.0737 -0.0866 -0.2759
H -0.0942 -0.0386 -0.1004
H 0.1060 -0.0453 -0.0683
H -0.0710 -0.0918 0.1273
C -0.0210 0.0506 0.0412
H 0.1381 0.0486 0.0661
O -0.1736 -0.0237 0.1415
C 0.3045 0.0734 -0.0159
H -0.0109 0.1525 0.0510
H 0.0428 -0.1529 -0.0358
H -0.1480 0.0945 -0.0700

Mulliken atomic charge list, values in e, 8 entries:
1. H 0.29
2. C -1.31
3. C 0.20
4. H 0.35
5. H 0.34
6. H 0.26
7. C -1.25
8. H 0.33


(9)
Density functional theory data (ωB97M-V with the def2-TZVPD basis set) for an isolated molecule of C4H8O at a distorted geometry.

As for the HOMO energy: -9.1268 eV. The value obtained for the frontier orbital gap is 10.00 eV. Its structure (SMILES) is C/C=C/CO. Its calculated total energy is -232.3775 hartree. The calculation puts the energy relative to the best compared isomer or geometry (same formula, charge and spin) at 1.854 eV. The LUMO energy is 0.032 Eh.

Atoms and positions in Å:
1 H 1.6461 1.3963 0.9897
2 H 2.0563 1.5999 -0.7519
3 O 2.2592 -0.2736 -0.1838
4 H -2.8080 -0.6524 0.0780
5 C -1.7698 -0.9684 -0.0018
6 C 1.5574 0.9773 -0.0156
7 C -0.6490 -0.0690 0.4522
8 H -1.6024 -1.2114 -1.0468
9 H -0.2533 -0.3268 1.4306
10 H -1.7324 -1.8822 0.5868
11 H 1.5552 -0.9140 -0.3251
12 C 0.0783 0.7846 -0.2723
13 H -0.3375 1.5399 -0.9398

Force components x, y, z for each atom (eV/Å):
H 0.6387 -0.1640 0.1388
H -0.4475 0.6822 0.1264
O -0.4414 0.2362 0.5368
H -0.0366 0.5391 0.1428
C -0.4897 0.3195 -0.0859
C -0.0897 -0.4044 0.1050
C 0.1865 -0.4201 0.1271
H -0.0858 -0.1559 -0.0612
H 0.5192 -0.4934 -0.1540
H 0.1682 -0.1363 -0.0809
H 0.1775 -0.2562 0.0419
C 0.1339 1.2927 0.0770
H -0.2333 -1.0395 -0.9139

Mulliken atomic charge list, values in e, 8 entries:
1. H 0.24
2. H 0.29
3. O -0.51
4. H 0.32
5. C -1.02
6. C -0.40
7. C -0.10
8. H 0.32


(10)
Density functional theory data (ωB97M-V with the def2-TZVPD basis set) for a cluster of 2 separate species, C4H8O in total at a distorted geometry.

As for the HOMO energy: -9.1741 eV. The value obtained for the frontier orbital gap is 10.03 eV. Its structure (SMILES) is C=CC.C=O. Its calculated total energy is -232.3642 hartree. The calculation puts the energy relative to the best compared isomer or geometry (same formula, charge and spin) at 2.215 eV. The LUMO energy is 0.032 Eh.

Atoms and positions in Å:
1 C 1.6158 -0.3986 0.4923
2 C 0.4912 0.3737 -1.6010
3 O -1.9808 1.0313 0.6435
4 H 0.7684 -0.4945 -2.1918
5 H 2.0795 0.2637 1.2404
6 H 0.9968 -1.1821 0.9702
7 C 0.7305 0.4730 -0.2820
8 H 2.3786 -0.9404 -0.0701
9 H -3.3444 -0.4705 0.5931
10 H -1.6598 -1.0122 1.2178
11 H -0.0126 1.2186 -2.0700
12 H 0.1756 1.2499 0.2337
13 C -2.2388 -0.1120 0.8241

Force components x, y, z for each atom (eV/Å):
C -0.1295 -0.6389 1.0524
C -0.0342 0.4623 0.9696
O 0.7858 0.2337 0.3947
H 0.4048 0.3104 -0.0899
H 0.0897 -0.7445 0.0625
H 0.4079 0.3454 0.3555
C -0.5681 0.3032 -2.2730
H -0.0671 0.3286 -0.1732
H 1.5653 0.4499 0.2716
H 0.4587 1.4089 -0.2807
H -0.3070 -0.5683 -0.1379
H 0.5859 0.1384 0.1131
C -3.1922 -2.0290 -0.2647

Mulliken atomic charge list, values in e, 8 entries:
1. C -0.89
2. C -0.71
3. O -0.37
4. H 0.27
5. H 0.27
6. H 0.19
7. C -0.12
8. H 0.32


Number 1: M 72.11 g/mol. Number 2: M 72.11 g/mol. Number 3: M 72.11 g/mol. Number 4: M 72.11 g/mol. Number 5: M 72.11 g/mol. Number 6: M 72.11 g/mol. Number 7: M 72.11 g/mol. Number 8: M 72.11 g/mol. Number 9: M 72.11 g/mol. Number 10: M 72.11 g/mol.